(1)
Here is a structure of composition C57H66BrIN2O2S2SeTl from the OMol25 dataset. Energies are from the ωB97M-V functional and the def2-TZVPD basis.

Geometry as XYZ:
```
133
Properties=species:S:1:pos:R:3:forces:R:3:lowdin_charge:R:1
Tl -0.6016 -0.6950 -0.0913 0.20 0.47 0.25 0.70
C 6.0223 -2.6248 -3.7316 -0.01 0.01 -0.02 -0.07
C 5.5335 -3.7526 -2.8228 0.00 -0.01 0.00 -0.56
C 5.1585 -4.9513 -3.7065 0.01 -0.01 -0.03 -0.06
C 6.6930 -4.1554 -1.8986 0.02 0.00 0.00 -0.05
C 4.3291 -3.3284 -1.9851 0.00 0.07 0.01 -0.19
C 3.7713 -2.0594 -2.0214 -0.01 -0.05 0.07 -0.08
C 2.6860 -1.7518 -1.2115 -0.01 -0.02 -0.06 -0.41
Se 1.9044 -0.0217 -1.3256 0.02 0.05 -0.02 1.12
C 2.4684 0.7407 0.3526 0.13 0.02 -0.06 -0.37
C 3.7644 1.2645 0.3489 -0.09 -0.02 0.04 -0.08
C 4.3114 1.8378 1.4776 0.02 -0.07 0.00 -0.19
C 3.5024 1.8594 2.6204 -0.04 -0.05 0.03 0.01
C 2.2197 1.3501 2.6749 0.04 0.13 0.06 -0.08
C 1.6434 0.7799 1.4946 -0.09 -0.04 0.00 -0.36
O 0.4080 0.3585 1.5422 0.17 0.03 -0.08 -0.28
C 1.3882 1.4360 3.9623 -0.05 -0.01 -0.10 -0.53
C 0.8552 0.0514 4.3662 0.01 -0.05 0.01 -0.04
C 0.2140 2.4022 3.7334 -0.05 -0.01 -0.02 -0.04
C 2.2066 1.9643 5.1435 0.00 0.01 0.01 -0.08
C 5.7290 2.4056 1.5372 -0.04 -0.03 0.01 -0.56
C 5.6805 3.8827 1.9496 0.00 0.04 -0.01 -0.05
C 6.5547 1.6211 2.5681 0.00 -0.01 0.00 -0.05
C 6.4390 2.3087 0.1874 0.02 0.02 -0.02 -0.07
C 2.0615 -2.6767 -0.3349 0.00 0.01 -0.01 -0.38
O 1.0128 -2.3498 0.3419 0.00 -0.07 -0.05 -0.21
C 2.6679 -3.9702 -0.2667 0.04 -0.12 0.01 -0.08
C 3.7485 -4.2350 -1.0946 -0.02 -0.06 0.04 -0.01
C 2.1873 -5.1112 0.6554 -0.04 0.10 -0.05 -0.52
C 1.5729 -6.2244 -0.2087 -0.01 0.02 0.00 -0.04
C 1.1408 -4.6976 1.6980 -0.03 -0.01 0.03 -0.05
C 3.3847 -5.6812 1.4358 0.01 -0.01 -0.01 -0.06
H 6.8723 -2.9751 -4.3234 -0.02 0.02 0.01 0.08
H 6.3499 -1.7580 -3.1525 -0.02 -0.02 -0.02 0.08
H 5.2404 -2.3013 -4.4232 0.03 0.00 0.02 0.09
H 6.0130 -5.2590 -4.3189 -0.04 0.00 0.03 0.08
H 4.3322 -4.6909 -4.3726 0.03 -0.02 0.02 0.09
H 4.8483 -5.8086 -3.1046 0.00 0.04 -0.03 0.07
H 7.5693 -4.4519 -2.4860 -0.05 0.01 0.03 0.08
H 6.4165 -4.9943 -1.2556 0.01 0.04 -0.02 0.07
H 6.9747 -3.3184 -1.2548 -0.01 -0.04 -0.02 0.09
H 4.1654 -1.2848 -2.6678 0.01 -0.03 0.01 0.09
H 4.3288 1.2050 -0.5726 0.00 -0.01 0.00 0.09
H 3.9127 2.3021 3.5180 0.02 0.00 0.02 0.09
H 0.1714 -0.3456 3.6196 0.05 0.02 0.03 0.07
H 0.3311 0.1262 5.3247 0.02 -0.01 -0.02 0.08
H 1.6830 -0.6545 4.4809 -0.03 0.02 0.02 0.09
H -0.3866 2.0762 2.8843 0.03 0.01 0.05 0.04
H 0.5886 3.4094 3.5283 -0.02 -0.02 0.02 0.09
H -0.4272 2.4436 4.6214 0.05 0.00 -0.03 0.08
H 3.0889 1.3460 5.3301 -0.03 0.02 0.01 0.09
H 1.5847 1.9404 6.0417 0.01 0.02 -0.01 0.08
H 2.5292 2.9979 4.9929 0.01 -0.03 -0.01 0.08
H 5.2150 4.0093 2.9293 0.02 0.00 -0.04 0.07
H 5.1014 4.4611 1.2256 0.01 -0.01 0.03 0.09
H 6.6914 4.3007 1.9977 -0.03 -0.01 0.01 0.08
H 6.1003 1.6685 3.5601 0.02 0.00 -0.03 0.08
H 7.5703 2.0254 2.6377 -0.05 -0.01 0.00 0.08
H 6.6191 0.5693 2.2797 0.00 0.02 0.02 0.09
H 5.9041 2.8660 -0.5858 0.02 -0.02 0.02 0.09
H 6.5352 1.2707 -0.1400 -0.01 0.03 0.00 0.08
H 7.4448 2.7294 0.2728 -0.02 -0.01 -0.01 0.08
H 4.1789 -5.2309 -1.0498 -0.01 0.02 0.02 0.10
H 0.6830 -5.8520 -0.7247 0.04 -0.02 0.02 0.08
H 1.2768 -7.0747 0.4157 0.00 0.04 -0.03 0.08
H 2.2765 -6.5805 -0.9655 -0.01 0.00 0.03 0.07
H 0.2172 -4.3505 1.2409 0.07 -0.04 0.05 0.06
H 1.5057 -3.8920 2.3368 -0.01 -0.03 -0.02 0.09
H 0.9191 -5.5696 2.3233 0.02 0.01 0.01 0.08
H 4.1221 -6.1571 0.7867 -0.01 0.02 0.01 0.07
H 3.0366 -6.4344 2.1490 0.01 0.01 -0.03 0.08
H 3.8869 -4.8871 1.9928 -0.02 -0.02 0.00 0.09
Br -2.7784 0.4637 1.9028 0.01 -0.14 0.18 0.99
C -3.5652 -1.2481 2.0459 0.14 -0.09 -0.15 -0.55
C -4.5955 -1.3644 2.9283 -0.13 -0.12 0.06 -0.14
C -5.2622 -2.5978 3.0835 -0.02 0.08 0.02 -0.09
C -4.8744 -3.6695 2.3420 0.03 -0.03 -0.01 -0.05
C -3.7993 -3.5715 1.4224 0.01 0.03 0.01 -0.16
C -3.4245 -4.7096 0.6684 -0.05 -0.01 0.04 -0.04
C -2.3988 -4.6458 -0.2222 0.07 0.04 -0.06 -0.07
C -1.6908 -3.4361 -0.3870 -0.14 -0.15 0.02 -0.14
C -2.0098 -2.3090 0.3233 -0.02 0.17 -0.09 -0.19
C -3.0938 -2.3406 1.2517 -0.07 -0.09 -0.09 -0.19
H -4.9040 -0.5040 3.5064 0.01 0.00 -0.01 0.09
H -6.0831 -2.6756 3.7857 0.02 0.00 -0.01 0.10
H -5.3825 -4.6226 2.4408 0.03 0.02 -0.01 0.11
H -3.9710 -5.6340 0.8219 0.00 0.04 0.00 0.11
H -2.1083 -5.5209 -0.7923 -0.01 0.03 0.01 0.10
H -0.8516 -3.4223 -1.0723 -0.01 -0.02 0.03 0.10
S -2.9889 -0.2761 -2.7304 -0.08 -0.18 0.00 0.83
C -3.5744 1.1343 -1.8556 -0.23 0.05 0.06 -0.54
N -5.0030 1.2487 -1.6892 0.13 0.01 -0.17 -0.14
C -5.4207 2.5484 -1.2141 0.11 -0.04 -0.02 -0.16
C -4.6596 2.8604 0.0504 0.12 -0.07 0.01 -0.16
N -3.2418 2.9012 -0.2509 0.04 0.00 -0.03 -0.15
C -2.4427 3.5563 0.7745 -0.02 -0.03 -0.12 -0.20
C -2.6955 5.0469 0.8026 -0.10 -0.07 -0.10 -0.21
C -3.2745 5.6710 1.8989 0.03 0.04 0.06 -0.05
C -3.5433 7.0372 1.8816 0.03 -0.04 -0.05 -0.10
C -3.2359 7.7890 0.7580 0.01 -0.05 0.01 -0.11
C -2.6495 7.1716 -0.3435 -0.01 -0.01 0.03 -0.09
C -2.3836 5.8122 -0.3200 0.00 0.02 -0.01 -0.03
C -2.7282 1.9013 -1.1035 -0.13 0.09 0.19 -0.68
S -0.9809 1.6963 -1.1513 -0.18 -0.21 -0.07 0.61
C -5.9766 0.5740 -2.5327 0.13 0.13 0.00 -0.16
C -6.6277 1.4642 -3.5717 0.03 0.03 0.03 -0.22
C -8.0071 1.6229 -3.6141 -0.06 -0.02 -0.08 -0.05
C -8.6003 2.4615 -4.5526 0.04 -0.02 0.00 -0.10
C -7.8121 3.1581 -5.4572 0.04 -0.02 0.02 -0.10
C -6.4285 3.0157 -5.4127 -0.02 -0.03 0.02 -0.08
C -5.8453 2.1793 -4.4732 0.00 0.07 -0.02 -0.06
H -6.4958 2.5322 -1.0263 0.00 -0.03 0.04 0.13
H -5.2147 3.3391 -1.9493 -0.10 0.03 -0.04 0.13
H -4.8787 2.0896 0.8023 -0.03 0.08 0.03 0.10
H -4.9610 3.8304 0.4507 0.02 0.05 -0.03 0.12
H -1.3955 3.3626 0.5568 0.06 -0.02 0.04 0.07
H -2.6555 3.1264 1.7642 -0.01 0.13 -0.01 0.07
H -3.5180 5.0808 2.7772 0.00 0.02 -0.04 0.11
H -4.0010 7.5095 2.7427 0.01 -0.01 -0.01 0.10
H -3.4525 8.8500 0.7367 0.01 -0.01 0.00 0.09
H -2.4036 7.7545 -1.2229 0.00 -0.01 0.01 0.10
H -1.9352 5.3232 -1.1790 -0.04 0.01 0.03 0.12
H -6.7679 0.1637 -1.8958 0.00 -0.02 0.05 0.12
H -5.4863 -0.2655 -3.0175 -0.01 -0.07 -0.06 0.08
H -8.6269 1.0816 -2.9060 0.02 0.02 -0.01 0.11
H -9.6779 2.5757 -4.5718 0.02 -0.01 0.00 0.10
H -8.2714 3.8137 -6.1878 0.02 -0.02 0.02 0.09
H -5.7999 3.5559 -6.1113 -0.03 -0.01 0.03 0.10
H -4.7680 2.0848 -4.4253 0.02 -0.01 -0.02 0.05
I -2.5710 0.6607 -5.9912 -0.10 0.01 -0.01 0.68
C -1.8509 0.2758 -3.9849 0.00 0.07 0.10 -0.97
H -1.1468 -0.5402 -4.1177 0.07 0.06 -0.01 -0.01
H -1.3371 1.1771 -3.6694 0.01 -0.05 -0.01 -0.04
```
Positions in Å, forces in eV/Å.

Its spin multiplicity is 1. Its charge is -1.


(2)
Here is a cluster of 2 separate species, C5H10O2 in total at a distorted geometry from the OMol25 dataset. Energies are from the ωB97M-V functional and the def2-TZVPD basis.

Geometry as XYZ:
```
17
Properties=species:S:1:pos:R:3:forces:R:3:lowdin_charge:R:1
C -1.0396 -2.3029 -0.6242 -0.37 0.25 0.51 0.02
C -0.6034 -1.0674 -0.8527 -0.27 -0.03 -0.16 -0.14
C -0.6664 0.1079 0.0439 1.00 -0.68 0.40 -0.35
O -0.5245 1.3063 -0.6721 0.27 -0.77 0.99 0.00
C -0.4100 0.0130 1.3581 0.27 0.39 -0.69 -0.09
C -0.0304 1.1838 2.2114 -1.03 0.43 -0.07 -0.08
H -1.4424 -2.5362 0.3575 -0.32 0.08 -0.12 0.06
H -1.1177 -3.1092 -1.3375 0.61 0.07 -0.20 0.05
H -0.0552 -0.7721 -1.7426 -0.56 -0.30 -0.51 0.10
H 0.4063 1.4454 -0.4395 0.08 0.93 -0.72 0.07
H -0.3954 -0.9817 1.7809 -0.01 -0.02 0.10 0.10
H -0.8854 1.3824 2.8673 0.31 0.10 0.34 0.08
H 0.0752 2.0926 1.6182 0.00 -0.07 -0.10 0.07
H 0.8776 1.0855 2.8002 -0.02 -0.42 0.08 0.07
O 2.3139 0.4085 -1.3689 0.44 0.01 0.38 -0.04
H 3.1722 0.3413 -0.9201 -0.32 0.13 -0.22 0.06
H 1.9366 -0.4697 -1.2608 -0.08 -0.11 -0.02 0.02
```
Positions in Å, forces in eV/Å.

Its spin multiplicity is 1. As for the structure (SMILES): C=C/C(O)=C/C.O.


(3)
Here is a cluster of 2 separate species, C4H8O2 in total from the OMol25 dataset. Energies are from the ωB97M-V functional and the def2-TZVPD basis.

Geometry as XYZ:
```
14
Properties=species:S:1:pos:R:3:forces:R:3:lowdin_charge:R:1
C -1.5603 0.3310 -0.3321 0.06 -0.21 0.24 0.01
C -0.4861 -0.4544 -0.2892 -0.37 0.16 0.29 -0.15
C 0.7676 0.0012 0.4084 0.12 0.14 0.06 -0.44
C 0.7539 -0.3472 1.8714 0.12 -0.02 0.13 -0.01
O 1.6669 0.6241 -0.1209 -0.44 -0.31 0.19 0.08
H -1.5206 1.3491 0.0536 -0.06 -0.18 -0.03 0.08
H -2.5036 -0.0137 -0.7443 0.14 0.07 -0.01 0.07
H -0.4796 -1.4753 -0.6695 -0.09 0.20 0.08 0.13
H 0.0030 0.2967 2.3465 0.12 -0.11 -0.01 0.10
H 1.7294 -0.1886 2.3319 -0.09 0.00 -0.06 0.09
H 0.4151 -1.3804 2.0086 0.08 0.17 0.01 0.09
O 0.4584 0.0915 -2.5917 0.08 0.31 -0.43 -0.07
H -0.3709 0.4824 -2.2850 0.30 -0.13 -0.34 0.01
H 1.1101 0.4884 -1.9907 0.02 -0.06 -0.12 0.01
```
Positions in Å, forces in eV/Å.

Its spin multiplicity is 1. As for the structure (SMILES): C=CC(C)=O.O.


LUMO (eV)
2.071; 0.603; 0.819
E_tot (eV)
-237111.770; -9440.338; -8371.568
Kohn-Sham gap (eV)
6.367; 9.194; 10.865